# 1
# C23H44NO3

The ion C23H44NO3 with charge +1 in a non-equilibrium geometry (ωB97M-V/def2-TZVPD, the OMol25 dataset).

The geometry in XYZ format:
```
71
Properties=species:S:1:pos:R:3:nbo_charge:R:1
C -6.424 -1.533 -1.340 -0.6008
C -5.380 -0.590 -0.756 -0.3920
C -5.995 0.747 -0.343 -0.3907
C -4.991 1.687 0.327 -0.4047
C -3.996 2.284 -0.668 -0.3978
C -2.950 3.196 -0.027 -0.4175
C -2.002 2.465 0.921 -0.0858
O -1.350 1.382 0.229 -0.4967
C -1.641 0.150 0.569 0.8086
O -2.317 -0.206 1.498 -0.6079
C -0.972 -0.818 -0.422 -0.3465
N -0.842 -2.207 0.074 -0.2012
C -2.176 -2.833 0.182 -0.4271
C -0.037 -2.973 -0.901 -0.4274
C -0.178 -2.254 1.413 -0.2440
C 0.970 -1.258 1.603 -0.0752
O 1.887 -1.354 0.544 -0.5853
C 3.097 -0.607 0.713 0.1095
C 4.296 -1.396 0.148 -0.4259
C 4.950 -0.405 -0.823 -0.2184
C 4.059 -0.346 -2.067 -0.4116
C 2.799 0.368 -1.542 -0.4121
C 3.147 0.721 -0.082 -0.0516
C 2.304 1.844 0.495 -0.6150
C 4.681 0.959 -0.156 -0.0038
C 5.085 2.158 -1.015 -0.6237
C 5.382 1.139 1.190 -0.6216
H -7.204 -1.735 -0.610 0.2102
H -5.975 -2.481 -1.630 0.2014
H -6.887 -1.090 -2.218 0.2108
H -4.596 -0.423 -1.501 0.1789
H -4.921 -1.052 0.122 0.1835
H -6.426 1.235 -1.219 0.2009
H -6.808 0.548 0.357 0.2095
H -4.467 1.132 1.108 0.1990
H -5.533 2.503 0.807 0.2104
H -3.484 1.486 -1.212 0.1824
H -4.549 2.870 -1.404 0.2203
H -3.441 3.983 0.545 0.2247
H -2.359 3.665 -0.816 0.2158
H -1.206 3.133 1.256 0.2082
H -2.531 2.062 1.787 0.2132
H 0.019 -0.429 -0.671 0.2806
H -1.577 -0.821 -1.333 0.2583
H -2.637 -2.901 -0.803 0.2294
H -2.813 -2.237 0.833 0.2673
H -2.083 -3.835 0.596 0.2322
H 0.988 -2.607 -0.888 0.2716
H -0.039 -4.028 -0.633 0.2313
H -0.455 -2.867 -1.900 0.2275
H 0.197 -3.269 1.551 0.2313
H -0.926 -2.041 2.178 0.2605
H 1.455 -1.508 2.558 0.2115
H 0.581 -0.234 1.696 0.1809
H 3.217 -0.409 1.783 0.1865
H 4.978 -1.709 0.936 0.2228
H 3.946 -2.291 -0.366 0.2163
H 5.993 -0.630 -1.036 0.2258
H 4.539 0.216 -2.866 0.2195
H 3.840 -1.342 -2.450 0.2064
H 2.565 1.266 -2.111 0.2187
H 1.927 -0.285 -1.586 0.1917
H 1.241 1.648 0.358 0.2008
H 2.537 2.777 -0.011 0.2246
H 2.502 1.971 1.557 0.2116
H 4.508 2.247 -1.929 0.2098
H 6.135 2.070 -1.285 0.2234
H 4.963 3.078 -0.449 0.2154
H 5.003 2.024 1.695 0.2133
H 5.270 0.291 1.856 0.2036
H 6.446 1.284 1.018 0.2249
```

Summary:
HOMO level (eV): -12.57
Orbital gap (eV): 10.42
LUMO (eV): -2.15
Energy (eV): -32192.30337
SMILES string: CCCCCCCOC(=O)C[N+](C)(C)CCO[C@H]1C[C@H]2CC[C@]1(C)C2(C)C
Net charge: +1


# 2
# C23H44NOP3Sc

A structure of composition C23H44NOP3Sc in a non-equilibrium geometry (ωB97M-V/def2-TZVPD, the OMol25 dataset).

The geometry in XYZ format:
```
73
Properties=species:S:1:pos:R:3:mulliken_charge:R:1
Sc -0.721 -0.268 -0.478 -0.6585
P -1.345 -0.196 -3.034 1.1751
P 1.733 -1.232 -0.584 0.8979
P 0.145 2.257 -0.914 1.1767
H -1.864 0.031 2.059 0.3743
C -1.842 0.868 1.330 -0.5863
C -2.716 0.915 0.245 -0.3037
H -3.527 0.192 0.129 0.5195
C -2.295 -1.600 -3.705 -1.2251
C 0.130 -0.257 -4.123 -1.2170
C -2.287 1.217 -3.740 -1.1983
C 2.424 -1.332 1.110 -0.7438
C 1.885 -2.979 -1.047 -1.1276
C 3.165 -0.464 -1.442 -1.2528
C -0.996 3.693 -0.812 -1.4772
C 1.159 2.703 -2.369 -1.3164
C 1.296 2.723 0.421 -1.3896
H -1.344 1.760 1.754 0.3889
H -2.858 1.817 -0.351 0.1886
H -3.263 -1.679 -3.198 0.3932
H -1.748 -2.536 -3.544 0.3874
H -2.462 -1.453 -4.779 0.5158
H 0.707 -1.163 -3.891 0.3668
H 0.774 0.615 -3.959 0.2671
H -0.179 -0.289 -5.177 0.5218
H -3.234 1.311 -3.191 0.3860
H -2.514 1.052 -4.805 0.4839
H -1.723 2.153 -3.633 0.2806
H 3.438 -1.762 1.149 0.4408
H 1.770 -1.853 1.822 0.5498
H 2.462 -0.274 1.374 -0.1529
H 2.918 -3.300 -0.842 0.5020
H 1.630 -3.085 -2.109 0.3840
H 1.170 -3.568 -0.454 0.3733
H 4.060 -1.097 -1.326 0.4985
H 3.385 0.544 -1.058 0.3613
H 2.927 -0.360 -2.510 0.3764
H -0.404 4.604 -0.668 0.5127
H -1.686 3.576 0.028 0.4567
H -1.578 3.776 -1.735 0.3589
H 1.569 3.715 -2.249 0.5380
H 0.540 2.674 -3.271 0.4230
H 1.989 1.994 -2.473 0.2602
H 1.499 3.803 0.402 0.5462
H 2.248 2.183 0.359 0.4975
H 0.826 2.457 1.375 -0.0653
C 2.841 2.259 3.561 0.7342
C 3.673 1.906 4.655 -0.7356
C 3.545 2.674 5.821 -0.3980
C 2.597 3.712 5.870 -0.5210
C 1.900 4.126 4.725 -0.6283
C 2.103 3.454 3.514 -0.0738
O 2.543 1.318 2.605 -0.3966
H 2.619 0.392 2.982 0.2701
H 4.331 1.021 4.601 0.3686
H 4.193 2.446 6.692 0.3695
H 2.393 4.219 6.823 0.3778
H 1.200 4.967 4.744 0.3988
H 1.604 3.775 2.593 0.2573
C -3.821 -5.945 0.573 -1.4007
C -3.154 -4.603 0.407 0.9805
C -3.718 -3.598 -0.380 -1.3093
C -3.067 -2.381 -0.547 -0.2485
N -1.821 -2.149 -0.040 0.3785
C -1.303 -3.084 0.816 -0.5765
C -1.933 -4.313 1.025 -0.7509
H -4.788 -5.968 0.059 0.3663
H -3.189 -6.738 0.152 0.3573
H -3.991 -6.196 1.629 0.3871
H -4.675 -3.738 -0.887 0.4060
H -3.533 -1.557 -1.093 0.6722
H -0.367 -2.825 1.341 0.5600
H -1.446 -5.057 1.670 0.4667
```

Summary:
HOMO level (eV): -14.62
Orbital gap (eV): 3.29
LUMO (eV): -11.33
Energy (eV): -76644.17299
Net charge: +3


# 3
# C23H44NOP3Y

A structure of composition C23H44NOP3Y in a non-equilibrium geometry (ωB97M-V/def2-TZVPD, the OMol25 dataset).

The geometry in XYZ format:
```
73
Properties=species:S:1:pos:R:3:mulliken_charge:R:1
Y -1.937 1.270 -0.885 0.8870
P -2.832 -1.255 -0.033 1.0411
P 2.542 -0.501 2.210 0.9023
P 1.268 -2.661 -1.696 0.9305
H -3.322 3.558 -1.821 0.3882
C -2.934 2.619 -2.265 -0.8139
C -3.752 1.403 -2.156 -0.5971
H -4.778 1.493 -1.741 0.3295
C -4.345 -1.131 1.002 -1.2853
C -1.796 -2.400 0.954 -1.1008
C -3.364 -2.376 -1.383 -1.2102
C 3.538 0.744 3.036 -1.0681
C 0.810 -0.361 2.655 0.1361
C 3.104 -2.205 2.242 -1.0608
C 0.805 -2.408 -3.470 -1.1731
C 1.569 -4.470 -1.653 -1.1818
C 3.042 -2.199 -1.800 -1.1314
H -2.344 2.798 -3.186 0.2965
H -3.712 0.662 -2.973 0.3601
H -5.137 -0.594 0.462 0.4059
H -4.109 -0.580 1.923 0.3624
H -4.682 -2.147 1.253 0.4298
H -1.518 -1.923 1.908 0.3307
H -0.884 -2.641 0.378 0.0878
H -2.347 -3.336 1.159 0.5043
H -4.038 -1.846 -2.074 0.3928
H -3.883 -3.241 -0.940 0.4228
H -2.471 -2.716 -1.932 0.2813
H 4.160 0.220 3.786 0.4350
H 2.895 1.480 3.543 0.2682
H 4.186 1.261 2.300 0.4043
H 0.547 -1.086 3.448 0.6505
H 0.156 -0.566 1.787 -0.3715
H 0.517 0.646 3.010 -0.4328
H 4.193 -2.253 2.150 0.3830
H 2.685 -2.797 1.412 0.1761
H 2.805 -2.637 3.207 0.4448
H 1.115 -3.273 -4.067 0.5253
H 1.253 -1.490 -3.866 0.3095
H -0.284 -2.310 -3.568 0.2810
H 1.789 -4.798 -2.677 0.4289
H 0.669 -4.960 -1.260 0.4143
H 2.424 -4.650 -0.987 0.3901
H 3.520 -2.626 -2.692 0.4958
H 3.515 -2.547 -0.870 0.4218
H 3.108 -1.103 -1.821 0.0619
C 1.664 1.073 -1.479 0.2260
C 2.502 2.143 -1.895 -0.8252
C 2.533 2.432 -3.242 -0.4407
C 1.473 2.020 -4.076 -0.6324
C 0.368 1.348 -3.541 -1.0714
C 0.371 0.887 -2.182 0.3859
O 2.201 0.171 -0.682 -0.5351
H 2.573 -0.110 0.800 0.0178
H 3.253 2.453 -1.171 0.4745
H 3.360 2.996 -3.684 0.4688
H 1.498 2.279 -5.134 0.4899
H -0.522 1.172 -4.176 0.5104
H -0.151 -0.088 -1.956 0.5080
N -1.932 2.977 0.789 -0.5850
C -1.297 2.927 2.092 0.8767
C 0.019 3.357 2.190 -0.3723
C 0.639 3.299 3.444 -0.7621
C -0.050 2.772 4.552 -0.7497
C -1.385 2.338 4.407 -0.6338
C -2.008 2.405 3.156 -0.4342
H -1.575 3.741 0.211 0.3762
H -2.933 3.153 0.895 0.3818
H 0.543 3.736 1.308 0.3636
H 1.657 3.678 3.551 0.5508
H 0.430 2.752 5.526 0.4492
H -1.937 1.973 5.274 0.4283
H -3.041 2.052 3.017 0.3809
```

Summary:
HOMO level (spin up / spin down) (eV): -16.00 / -15.49
Orbital gap (spin up / spin down) (eV): 6.21 / 3.37
LUMO (spin up / spin down) (eV): -9.79 / -12.13
Energy (eV): -56982.71560
Net charge: +3


Short version: energy relative to the best compared isomer or geometry (same formula, charge and spin) = 4.86; 0.00; 296.59 kJ/mol, in the order given.